No. 1
Molecular formula: C23H20O3S
Method: DFT, ωB97M-V/def2-TZVPD

## Properties
- Kohn-Sham gap: 8.2 eV
- E_HOMO: -7.70 eV
- SMILES: COc1ccc(-c2c(-c3ccccc3OC)sc3ccccc23)cc1OC
- Electronic energy: -41152.7174 eV
- ΔE to the lowest compared entry with this formula, charge and spin: 2.94 kJ/mol

Geometry as XYZ:
```
47
Properties=species:S:1:pos:R:3:forces:R:3
C -5.209082 -1.257548 -1.465557 -0.1 -0.3 -0.2
H -5.074257 -2.079654 -0.758403 0.0 0.1 0.0
H -6.265396 -1.003355 -1.536287 0.0 -0.1 0.0
H -4.842345 -1.571023 -2.449064 0.0 0.0 0.1
O -4.550487 -0.077268 -1.043228 0.5 0.2 0.3
C -3.197703 -0.225824 -0.797758 -0.2 0.0 0.0
C -2.307408 0.506831 -1.573570 -0.2 0.0 0.1
C -0.945013 0.411697 -1.378731 0.1 -0.2 0.0
C -0.434973 -0.435712 -0.399189 -0.3 -0.1 -0.2
C -1.322314 -1.155426 0.391749 -0.2 0.1 -0.1
C -2.694546 -1.048585 0.218974 -0.1 0.0 0.1
O -3.504963 -1.801060 1.047618 0.3 0.0 -0.5
C -4.419734 -1.063196 1.835372 -0.2 0.2 0.2
H -5.050156 -1.799210 2.331814 0.0 0.1 0.0
H -3.888133 -0.472435 2.590244 0.0 0.0 0.0
H -5.038843 -0.393297 1.234539 0.0 -0.1 0.0
H -0.957712 -1.786258 1.187917 0.0 -0.1 0.1
C 1.009124 -0.546153 -0.182353 0.3 0.6 0.0
C 1.842188 0.529707 -0.069090 0.1 -0.7 0.0
C 1.507656 1.947799 -0.098094 -0.2 0.3 0.1
C 2.268745 2.823141 -0.863615 -0.1 0.0 0.1
C 1.948908 4.165828 -0.945014 0.0 0.2 0.0
C 0.855252 4.646662 -0.250071 0.1 0.0 -0.1
C 0.099416 3.799318 0.543603 -0.2 -0.1 0.2
C 0.421524 2.452455 0.643654 0.2 -0.1 0.1
O -0.223529 1.565594 1.448624 0.4 0.2 -0.2
C -1.385776 1.978456 2.121054 -0.2 0.1 0.1
H -1.738771 1.097462 2.654697 0.0 0.1 0.0
H -1.176890 2.775900 2.841918 0.0 0.0 0.0
H -2.158050 2.308742 1.418830 0.0 0.0 0.0
H -0.738249 4.202148 1.090543 -0.1 0.0 0.1
H 0.586708 5.690629 -0.312794 0.0 0.1 0.0
H 2.546539 4.828825 -1.551276 0.0 0.1 -0.1
H 3.113025 2.430986 -1.411910 0.0 0.0 -0.1
S 3.518809 0.065883 0.128088 -0.3 -0.2 0.0
C 3.095179 -1.619391 0.061267 -0.2 0.3 0.0
C 3.965245 -2.695486 0.146006 0.0 -0.1 0.0
C 3.443809 -3.968647 0.046947 0.2 0.0 0.0
C 2.076832 -4.163752 -0.148341 -0.1 -0.1 0.0
C 1.212529 -3.095188 -0.233318 0.0 0.0 0.0
C 1.709845 -1.795768 -0.112173 0.5 -0.1 0.0
H 0.157221 -3.249899 -0.399431 -0.1 -0.1 0.0
H 1.693919 -5.169643 -0.237419 0.0 -0.1 0.0
H 4.101424 -4.822369 0.112360 0.1 -0.1 0.0
H 5.022960 -2.531515 0.282616 0.1 0.0 0.0
H -0.270691 0.984478 -1.997439 0.1 0.0 -0.1
H -2.712772 1.149472 -2.340478 -0.1 0.0 -0.1
```
Positions in Å, forces in eV/Å.

Here are the Löwdin charges for atoms 1 to 5, given in e: C -0.069; H 0.088; H 0.094; H 0.098; O -0.114

No. 2
Molecular formula: C4H9N2O
Method: DFT, ωB97M-V/def2-TZVPD

## Properties
- Kohn-Sham gap: 10.4 eV
- E_HOMO: -15.28 eV
- SMILES: CCN(C=[NH2+])C=O
- Electronic energy: -9313.6953 eV
- ΔE to the lowest compared entry with this formula, charge and spin: 223.89 kJ/mol
- Net charge: +1

Geometry as XYZ:
```
16
Properties=species:S:1:pos:R:3:forces:R:3
C -0.744511 1.082651 0.658525 0.7 -2.9 -1.7
C -2.082038 -0.726319 -0.337398 -0.4 1.6 -0.9
C 1.607856 -0.935266 -0.103336 0.0 5.0 0.9
C 0.401917 -0.550919 -0.904002 -0.8 2.7 -1.6
N -0.806015 0.001246 -0.248705 -0.1 1.7 3.9
N 0.374673 1.724807 0.965122 -4.2 1.8 2.4
O -3.117378 -0.258903 0.045814 1.4 -0.9 0.0
H -1.688342 1.266463 1.161383 0.0 0.5 -0.1
H -1.925113 -1.587027 -1.022528 -0.4 0.0 0.7
H 1.990383 -0.061797 0.599641 -0.8 -2.1 -1.1
H 1.428250 -1.760443 0.419817 -0.4 -3.4 2.5
H 2.442437 -1.046978 -0.708161 1.3 -0.5 -1.5
H 0.659070 0.428981 -1.462703 0.1 -2.1 -0.4
H -0.042508 -1.386039 -1.500246 1.1 0.9 -0.1
H 0.286157 2.460233 1.775141 0.7 -1.9 -2.3
H 1.215163 1.349310 0.661635 1.9 -0.2 -0.5
```
Positions in Å, forces in eV/Å.

Here are the Löwdin charges for atoms 1 to 5, given in e: C -0.002; C -0.191; C -0.039; C -0.173; N -0.041

No. 3
Molecular formula: C20H56InN4Na2O14PS
Method: DFT, ωB97M-V/def2-TZVPD

## Properties
- Kohn-Sham gap: 3.8 eV
- E_HOMO: -8.58 eV
- Electronic energy: -90404.6175 eV
- ΔE to the lowest compared entry with this formula, charge and spin: 0.00 kJ/mol

Geometry as XYZ:
```
99
Properties=species:S:1:pos:R:3:forces:R:3
In -3.162642 0.703890 0.301055 1.4 -1.3 0.1
Na -0.839200 -1.235841 -2.619539 0.2 -0.1 -0.1
Na -0.867074 -2.980034 0.591661 0.2 0.2 -0.2
P -3.059852 -2.412976 -1.336126 -1.0 -1.2 1.2
O -4.146123 -3.377912 -1.804325 0.2 0.9 0.8
O -3.109443 -1.084402 -2.018866 -0.2 1.5 -1.0
O -1.720532 -3.072366 -1.558916 0.9 -0.5 -0.1
O -3.082230 -2.007276 0.215851 -0.4 0.3 -0.9
S 0.211291 -0.173318 -0.133741 -0.9 -0.2 1.3
O -0.630465 -0.423280 1.054544 0.0 -0.6 1.2
O 1.308364 0.732748 0.187767 0.4 -0.2 0.0
O 0.619575 -1.469383 -0.684422 1.0 -0.8 -0.4
O -0.739943 0.399389 -1.095676 -1.1 1.6 -1.6
C 3.298661 -4.906393 -1.466736 -0.7 -0.7 -1.2
C 1.800172 -5.222741 -1.405360 -0.6 0.5 1.5
C 1.393899 -5.182189 0.092345 -0.4 0.1 -0.7
O -0.033363 -5.396380 0.205652 0.4 0.2 0.0
C -0.366506 -6.706035 0.633977 0.8 -0.2 0.6
N 1.109983 -4.224141 -2.200799 0.2 1.4 0.0
H 3.885508 -5.745230 -1.097869 0.2 0.2 0.1
H 3.534470 -3.962706 -0.976253 0.0 -0.1 0.3
H 3.493425 -4.757945 -2.531722 0.4 -0.1 0.1
H 1.477123 -6.198363 -1.769476 0.6 -0.2 -0.2
H 1.643500 -4.196533 0.498844 -0.2 0.2 -0.1
H 1.968010 -5.887789 0.698619 -0.2 -0.3 0.0
H -0.296431 -6.715690 1.727276 -0.4 -0.2 0.0
H 0.372507 -7.443363 0.301823 0.0 0.1 -0.3
H -1.335953 -7.042385 0.277738 -0.2 0.4 0.0
H 1.404943 -3.319759 -1.823193 0.3 0.0 -0.3
H 0.106801 -4.117943 -2.095011 -0.2 -1.0 0.3
C -2.302398 1.931634 -3.262093 1.1 1.4 -0.1
C -2.704714 3.222696 -2.517586 -0.8 -0.2 -0.4
C -3.129151 4.402592 -3.393987 0.7 0.4 -1.3
O -2.073648 4.754656 -4.289704 -0.3 -0.2 0.6
C -1.058595 5.582323 -3.716175 -0.5 0.7 -0.9
N -3.829081 2.887643 -1.643186 -0.4 -0.3 1.1
H -2.786682 1.808431 -4.229621 -0.2 -0.1 0.1
H -2.348204 1.059684 -2.617268 -0.4 0.1 -0.1
H -1.235606 2.104320 -3.428779 0.0 -0.4 -0.5
H -1.807183 3.551765 -1.991211 -0.3 -0.1 0.7
H -3.416930 5.329617 -2.880079 0.1 -0.3 0.8
H -4.008068 4.213344 -4.020501 0.1 -0.6 0.0
H -1.314418 6.041733 -2.757649 -0.1 -0.5 0.2
H -1.026142 6.433963 -4.403682 0.6 0.0 0.0
H -0.104669 5.061567 -3.673805 0.0 0.0 0.1
H -4.308801 3.700740 -1.262515 0.4 0.1 0.2
H -4.564239 2.419750 -2.167047 0.3 -0.2 -0.2
C -2.028931 -0.945110 5.262463 -1.1 -0.2 -0.1
C -2.705654 -0.660763 3.896728 1.6 0.4 -0.3
C -4.227116 -0.489270 3.898883 0.9 -0.8 -0.4
O -4.620214 -0.883248 2.597384 0.0 -0.3 -0.5
C -5.961409 -0.603897 2.292800 -0.3 0.6 0.1
N -2.008886 0.511716 3.282292 0.0 -0.1 0.8
H -1.020713 -1.347486 5.182425 0.1 0.4 -0.3
H -2.557256 -1.689629 5.867143 -0.2 0.2 -0.1
H -2.043270 0.007217 5.796631 0.3 -0.2 0.4
H -2.440149 -1.444549 3.183281 -0.6 -0.4 0.2
H -4.580778 0.532844 4.061235 0.2 0.0 0.4
H -4.593702 -1.202912 4.646074 -0.5 0.3 0.0
H -6.265465 -1.011611 1.328952 0.4 -0.4 0.0
H -6.075921 0.487680 2.192534 -0.3 -0.1 0.3
H -6.626339 -0.997364 3.069009 -0.1 0.1 -0.1
H -1.117311 0.185440 2.908947 -0.3 -0.1 -0.6
H -1.667453 1.027941 4.093314 -0.4 0.7 -0.3
C 4.389844 3.549367 -1.775687 0.4 0.7 -1.0
C 3.523652 2.341541 -2.195268 0.5 1.2 0.4
C 4.073206 1.088243 -1.552620 0.2 -0.6 0.0
O 5.359705 0.840431 -2.110535 0.0 -0.1 -0.1
C 6.011421 -0.244768 -1.472050 -0.2 1.0 0.4
N 2.147362 2.697251 -1.860981 -0.8 -1.0 0.4
H 3.905652 4.470701 -2.107869 -0.3 -0.1 0.0
H 5.356153 3.582771 -2.288978 0.0 -0.4 0.2
H 4.575172 3.711007 -0.711729 -0.2 -0.6 0.1
H 3.561580 2.239125 -3.283512 0.2 0.0 0.1
H 3.460212 0.189660 -1.686489 -0.3 0.1 -0.2
H 4.132813 1.225423 -0.464419 0.1 0.1 0.1
H 6.129148 0.052816 -0.423061 0.1 -0.5 0.2
H 7.005774 -0.350001 -1.897607 -0.1 -0.1 -0.2
H 5.426695 -1.163249 -1.545777 0.0 -0.2 0.0
H 1.525140 2.146656 -2.452443 0.0 0.1 0.0
H 1.913010 2.314652 -0.934510 0.3 0.4 -0.4
C -1.103824 4.524465 2.447811 -1.1 -0.8 0.2
C 0.087573 3.684167 2.036975 -0.8 -0.1 -0.3
O -0.422119 2.813814 1.024559 0.2 0.4 -0.3
H -1.607623 4.970557 1.587070 0.7 0.6 -0.1
H -0.946741 5.219691 3.270607 0.2 0.2 -0.2
H -1.908295 3.841981 2.754494 0.3 -0.2 0.4
H 0.432482 3.042536 2.853638 0.3 0.4 0.2
H 0.883250 4.335960 1.665126 0.2 -0.2 0.0
H 0.320395 2.326927 0.631450 -0.2 -0.2 0.1
C 3.716678 -2.003970 1.597145 1.0 0.0 -0.3
C 3.489913 -0.864030 2.589062 -1.1 -1.0 -0.1
O 2.102607 -0.885588 2.952700 -0.2 0.6 -0.1
H 4.732983 -1.952868 1.189564 0.0 0.1 -0.1
H 3.027795 -1.938105 0.752158 -0.1 0.3 0.1
H 3.640473 -3.019267 1.991391 -0.3 0.2 0.5
H 3.797215 0.080812 2.136461 -0.1 0.1 0.1
H 3.983578 -0.987828 3.552454 0.5 -0.1 -0.2
H 1.597718 -0.438035 2.256531 0.1 -0.1 0.0
```
Positions in Å, forces in eV/Å.

Here are the Löwdin charges for atoms 1 to 5, given in e: In 1.224; Na 0.479; Na 0.440; P -0.029; O -0.146

> Among the records above, which one has the lowest E_HOMO?

C4H9N2O